[1]
Here is a single CH2BrN molecule at a distorted geometry from the OMol25 dataset. Energies are from wB97M-V/def2-TZVPD.

The geometry in XYZ format:
```
5
CH2BrN wB97M-V/def2-TZVPD
C 0.1888 -0.4280 -0.3417
N -0.7705 0.1630 0.2335
Br -0.4708 1.7170 1.2991
H -0.1622 -1.2406 -0.9496
H 1.2147 -0.2114 -0.2413
```

## Properties
largest force on an atom = 1.73 eV/Å
E_tot = -72600.36215 eV
structure (SMILES) = C=NBr
relative energy (zero: lowest compared OMol25 entry of this formula, charge and spin) = 20.8 kcal/mol
orbital gap = 0.3817 hartree
2S+1 = 1
net charge = 0

[2]
Here is a gas-phase ion, CH2BrN2 (charge +1) at a distorted geometry from the OMol25 dataset. Energies are from wB97M-V/def2-TZVPD.

The geometry in XYZ format:
```
6
CH2BrN2 wB97M-V/def2-TZVPD
N -1.2689 -0.7064 -0.1076
N -0.3051 -0.1699 0.1479
C 0.6506 0.5489 -0.0723
Br 2.5257 0.1108 0.1395
H -2.0520 -1.2739 0.3558
H 0.4498 1.4905 -0.4632
```

## Properties
largest force on an atom = 6.41 eV/Å
E_tot = -74080.43027 eV
structure (SMILES) = N=[N+]=CBr
relative energy (zero: lowest compared OMol25 entry of this formula, charge and spin) = 14.3 kcal/mol
orbital gap = 0.3043 hartree
2S+1 = 1
net charge = +1

[3]
Here is a single CH2BrN3 molecule at a distorted geometry from the OMol25 dataset. Energies are from wB97M-V/def2-TZVPD.

The geometry in XYZ format:
```
7
CH2BrN3 wB97M-V/def2-TZVPD
N 1.4631 3.1926 -0.2096
C 1.4670 2.0683 -0.4685
N 1.2072 0.8178 -0.8298
N 0.1163 0.2463 -0.1623
Br 2.6862 -0.4795 -0.9818
H 0.1902 0.2552 0.7802
H -0.7386 -0.0279 -0.6546
```

## Properties
largest force on an atom = 3.67 eV/Å
E_tot = -75579.06606 eV
structure (SMILES) = N#CN(N)Br
relative energy (zero: lowest compared OMol25 entry of this formula, charge and spin) = 71.4 kcal/mol
orbital gap = 0.3345 hartree
2S+1 = 1
net charge = 0

[4]
Here is a single CH2BrN3 molecule at a distorted geometry from the OMol25 dataset. Energies are from wB97M-V/def2-TZVPD.

The geometry in XYZ format:
```
7
CH2BrN3 wB97M-V/def2-TZVPD
C 1.9637 -0.0312 0.5504
N 1.2778 0.8239 -0.0511
N -0.3755 -0.6722 -0.1215
N 0.0020 0.5161 -0.0202
Br 3.7893 -0.0116 -0.0491
H 0.4338 -1.4007 0.0374
H -0.6678 1.1708 -0.2318
```

## Properties
largest force on an atom = 4.65 eV/Å
E_tot = -75577.02900 eV
relative energy (zero: lowest compared OMol25 entry of this formula, charge and spin) = 118.4 kcal/mol
orbital gap (alpha / beta) = 0.2706 / 0.2703 hartree
2S+1 = 1
net charge = 0

[5]
Here is 2 unconnected molecules or ions with the total composition CH2BrNO at a distorted geometry from the OMol25 dataset. Energies are from wB97M-V/def2-TZVPD.

The geometry in XYZ format:
```
6
CH2BrNO wB97M-V/def2-TZVPD
C -3.2002 -1.1374 0.4375
N 0.0489 -0.9480 -0.5680
O -2.8491 -1.4633 1.5023
Br -3.7850 0.4702 -0.2684
H 1.0274 -0.9443 -0.7081
H -0.3342 -0.1616 -1.0168
```

## Properties
largest force on an atom = 2.97 eV/Å
E_tot = -74645.52681 eV
relative energy (zero: lowest compared OMol25 entry of this formula, charge and spin) = 94.2 kcal/mol
orbital gap (alpha / beta) = 0.2861 / 0.3811 hartree
2S+1 = 1
net charge = 0

[6]
Here is a single CH2BrNO3 molecule at a distorted geometry from the OMol25 dataset. Energies are from wB97M-V/def2-TZVPD.

The geometry in XYZ format:
```
8
CH2BrNO3 wB97M-V/def2-TZVPD
O 0.0041 -2.0012 0.4278
N 0.4390 -0.9748 -0.0867
O 1.5823 -0.7958 -0.3273
C -0.4551 0.2196 -0.2154
O 0.1944 1.2647 -0.7071
Br -1.1647 0.7125 1.7423
H -1.4658 0.0227 -0.7288
H 0.8659 1.5524 -0.1049
```

## Properties
largest force on an atom = 3.32 eV/Å
E_tot = -78740.83550 eV
structure (SMILES) = O=[N+]([O-])[C@H](O)Br
relative energy (zero: lowest compared OMol25 entry of this formula, charge and spin) = 9.5 kcal/mol
orbital gap = 0.3572 hartree
2S+1 = 1
net charge = 0

[7]
Here is 2 unconnected molecules or ions with the total composition CH2BrNO4 at a distorted geometry from the OMol25 dataset. Energies are from wB97M-V/def2-TZVPD.

The geometry in XYZ format:
```
9
CH2BrNO4 wB97M-V/def2-TZVPD
C 0.7426 -0.2738 -0.3274
N 0.5203 -1.6221 0.1878
O 1.2017 -2.0194 1.0850
O -0.3468 -2.2119 -0.4277
O -0.5171 0.5082 1.4027
O 0.1068 0.0707 -1.3923
Br 2.3161 0.5408 0.1487
H 0.0355 1.0972 1.9133
H -0.5910 -0.6089 -1.5830
```

## Properties
largest force on an atom = 3.88 eV/Å
E_tot = -80785.58802 eV
relative energy (zero: lowest compared OMol25 entry of this formula, charge and spin) = 102.6 kcal/mol
orbital gap (alpha / beta) = 0.2867 / 0.2826 hartree
2S+1 = 1
net charge = 0

[8]
Here is a single CH2BrP molecule at a distorted geometry from the OMol25 dataset. Energies are from wB97M-V/def2-TZVPD.

The geometry in XYZ format:
```
5
CH2BrP wB97M-V/def2-TZVPD
C -0.7743 -0.0207 0.0580
P 0.7797 0.9202 -0.0381
Br 2.3282 -0.5701 0.1447
H -1.6206 0.7112 -0.1746
H -0.7130 -1.0405 0.0100
```

## Properties
largest force on an atom = 7.34 eV/Å
E_tot = -80399.48636 eV
structure (SMILES) = C=PBr
relative energy (zero: lowest compared OMol25 entry of this formula, charge and spin) = 7.7 kcal/mol
orbital gap = 0.3202 hartree
2S+1 = 1
net charge = 0

[9]
Here is 2 unconnected molecules or ions with the total composition CH2BrP at a distorted geometry from the OMol25 dataset. Energies are from wB97M-V/def2-TZVPD.

The geometry in XYZ format:
```
5
CH2BrP wB97M-V/def2-TZVPD
C -1.3826 -0.3660 0.1016
P 1.5006 -0.6486 -0.9710
Br 2.9989 0.4374 0.1901
H -1.4857 0.6646 -0.5195
H -1.6313 -0.0874 1.1989
```

## Properties
largest force on an atom = 2.37 eV/Å
E_tot = -80394.11954 eV
relative energy (zero: lowest compared OMol25 entry of this formula, charge and spin) = 131.5 kcal/mol
orbital gap (alpha / beta) = 0.2401 / 0.2316 hartree
2S+1 = 1
net charge = 0

[10]
Here is a molecular structure, CH2Cl2FN at a distorted geometry from the OMol25 dataset. Energies are from wB97M-V/def2-TZVPD.

The geometry in XYZ format:
```
7
CH2Cl2FN wB97M-V/def2-TZVPD
C 1.3476 0.1059 0.9553
N 2.0197 -0.6277 0.1859
F 1.5317 1.3950 0.8210
Cl 2.1438 -2.2584 0.2855
Cl 3.3553 -0.0061 -0.8912
H -0.1216 -0.6491 -1.2455
H -0.8463 -0.7291 -1.6136
```

## Properties
largest force on an atom = 3.03 eV/Å
E_tot = -30316.62020 eV
relative energy (zero: lowest compared OMol25 entry of this formula, charge and spin) = 114.8 kcal/mol
orbital gap = 0.3384 hartree
2S+1 = 1
net charge = 0

[11]
Here is a single CH2Cl2N2O2 molecule from the OMol25 dataset. Energies are from wB97M-V/def2-TZVPD.

The geometry in XYZ format:
```
9
CH2Cl2N2O2 wB97M-V/def2-TZVPD
O -1.9297 -1.0717 -0.5217
N -1.0286 -0.8204 0.2336
O -0.7110 -1.4428 1.2046
C -0.2509 0.4280 -0.0764
N 1.1256 0.2102 0.2841
Cl 1.8686 -0.9202 -0.8324
Cl 1.9993 1.7210 0.2703
H -0.4289 0.6754 -1.1316
H -0.6444 1.2205 0.5695
```

## Properties
largest force on an atom = 0.86 eV/Å
E_tot = -33184.31874 eV
structure (SMILES) = O=[N+]([O-])CN(Cl)Cl
relative energy (zero: lowest compared OMol25 entry of this formula, charge and spin) = 0.0 kcal/mol
orbital gap = 0.3630 hartree
2S+1 = 1
net charge = 0

[12]
Here is a molecular structure, CH2Cl2NO3P at a distorted geometry from the OMol25 dataset. Energies are from wB97M-V/def2-TZVPD.

The geometry in XYZ format:
```
10
CH2Cl2NO3P wB97M-V/def2-TZVPD
C -0.3056 -0.1937 0.0256
N -1.4575 -0.4169 -0.7733
O -1.4635 -1.4536 -1.4118
O -2.3401 0.4057 -0.7531
O -1.6386 -2.9424 1.1038
P -0.3061 -2.5092 0.7389
Cl 0.5622 -3.5832 -0.6680
Cl 0.9451 -2.4893 2.3003
H 0.6169 -0.1427 -0.5352
H -0.4244 0.5284 0.8204
```

## Properties
largest force on an atom = 3.91 eV/Å
E_tot = -43033.21698 eV
relative energy (zero: lowest compared OMol25 entry of this formula, charge and spin) = 32.6 kcal/mol
orbital gap = 0.3317 hartree
2S+1 = 1
net charge = 0

[13]
Here is 2 unconnected molecules or ions with the total composition CH2Cl2O3PS at a distorted geometry from the OMol25 dataset. Energies are from wB97M-V/def2-TZVPD.

The geometry in XYZ format:
```
10
CH2Cl2O3PS wB97M-V/def2-TZVPD
C 0.9023 -0.8990 0.1389
O -3.2754 0.7560 0.2107
O -3.4516 -1.4536 -0.6802
O -2.1347 -1.2331 1.3523
P 0.3166 -0.1512 -1.5022
S -2.7470 -0.5941 0.1900
Cl 2.5635 -0.3284 0.6048
Cl 0.8395 -2.6687 -0.0775
H 0.1926 -0.6295 0.9439
H 0.5664 1.0956 -0.9469
```

## Properties
largest force on an atom = 2.44 eV/Å
E_tot = -52380.56669 eV
relative energy (zero: lowest compared OMol25 entry of this formula, charge and spin) = 27.0 kcal/mol
orbital gap (alpha / beta) = 0.2766 / 0.2092 hartree
2S+1 = 1
net charge = -1

[14]
Here is a molecular structure, CH2Cl3N3 at a distorted geometry from the OMol25 dataset. Energies are from wB97M-V/def2-TZVPD.

The geometry in XYZ format:
```
9
CH2Cl3N3 wB97M-V/def2-TZVPD
C -1.5265 0.1455 -0.0590
N -0.3096 0.5080 -0.3502
N 1.0892 -0.4723 0.6028
N 2.2083 -0.1645 0.0906
Cl -1.9071 -0.2343 1.5919
Cl -2.6694 1.5149 -0.3862
Cl -2.2503 -1.1696 -1.2006
H 2.3641 0.6687 -0.6229
H 3.0013 -0.7962 0.3336
```

## Properties
largest force on an atom = 5.39 eV/Å
E_tot = -43100.83389 eV
relative energy (zero: lowest compared OMol25 entry of this formula, charge and spin) = 63.9 kcal/mol
orbital gap (alpha / beta) = 0.2720 / 0.2720 hartree
2S+1 = 1
net charge = 0

[15]
Here is 2 unconnected molecules or ions with the total composition CH2Cl3P at a distorted geometry from the OMol25 dataset. Energies are from wB97M-V/def2-TZVPD.

The geometry in XYZ format:
```
7
CH2Cl3P wB97M-V/def2-TZVPD
C -1.7566 -0.2289 -1.8908
P 1.1941 0.2686 1.0263
Cl -0.7632 0.2529 1.5199
Cl -0.1704 -0.8970 -1.6368
Cl -1.7366 1.3683 -2.2551
H 1.6724 0.3248 2.3192
H 1.5603 -1.0887 0.9173
```

## Properties
largest force on an atom = 1.84 eV/Å
E_tot = -47922.42810 eV
relative energy (zero: lowest compared OMol25 entry of this formula, charge and spin) = 72.4 kcal/mol
orbital gap = 0.3094 hartree
2S+1 = 1
net charge = 0

[16]
Here is 2 unconnected molecules or ions with the total composition CH2Cl4Si at a distorted geometry from the OMol25 dataset. Energies are from wB97M-V/def2-TZVPD.

The geometry in XYZ format:
```
8
CH2Cl4Si wB97M-V/def2-TZVPD
C -1.3788 -0.0803 -0.4535
Si 1.2091 0.5013 0.4783
Cl 2.9110 1.4011 1.3976
Cl -1.2294 -1.8725 -0.0978
Cl -2.8367 0.5542 0.4126
Cl -1.5029 0.0540 -2.1944
H 1.9146 0.1142 -0.8040
H 0.9131 -0.6719 1.2611
```

## Properties
largest force on an atom = 1.62 eV/Å
E_tot = -59034.42140 eV
relative energy (zero: lowest compared OMol25 entry of this formula, charge and spin) = 164.6 kcal/mol
orbital gap (alpha / beta) = 0.2724 / 0.2422 hartree
2S+1 = 1
net charge = 0

[17]
Here is a single CH2Cl4Si molecule at a distorted geometry from the OMol25 dataset. Energies are from wB97M-V/def2-TZVPD.

The geometry in XYZ format:
```
8
CH2Cl4Si wB97M-V/def2-TZVPD
C -1.2054 -0.1207 0.0140
Si 1.0765 0.2102 -0.0457
Cl -1.5138 -1.8649 0.0116
Cl 2.1434 -1.4392 -0.3323
Cl 1.3840 1.0003 1.7831
Cl 1.3716 1.6072 -1.4583
H -1.6354 0.3008 -0.8879
H -1.6208 0.3063 0.9156
```

## Properties
largest force on an atom = 5.86 eV/Å
E_tot = -59035.55881 eV
relative energy (zero: lowest compared OMol25 entry of this formula, charge and spin) = 0.0 kcal/mol
orbital gap (alpha / beta) = 0.2110 / 0.2837 hartree
2S+1 = 3
net charge = 0

[18]
Here is 2 unconnected molecules or ions with the total composition CH2Cl6Si2 at a distorted geometry from the OMol25 dataset. Energies are from wB97M-V/def2-TZVPD.

The geometry in XYZ format:
```
11
CH2Cl6Si2 wB97M-V/def2-TZVPD
C 0.7142 0.9212 -0.7805
Si -0.9368 0.3020 -1.3685
Si 0.4502 -1.0081 1.8517
Cl 0.9840 2.5016 -0.1012
Cl 2.1503 0.2038 -1.3940
Cl -1.2011 1.1178 -3.2150
Cl -1.1075 -2.3527 1.7666
Cl 0.2276 0.3773 3.3233
Cl 2.2678 -2.0147 1.9755
H -2.0944 0.9917 -0.4856
H -1.4542 -1.0400 -1.5724
```

## Properties
largest force on an atom = 3.31 eV/Å
E_tot = -91961.78933 eV
relative energy (zero: lowest compared OMol25 entry of this formula, charge and spin) = 53.7 kcal/mol
orbital gap (alpha / beta) = 0.2655 / 0.2621 hartree
2S+1 = 1
net charge = 0

[19]
Here is a molecular structure, CH2ClF3N2 at a distorted geometry from the OMol25 dataset. Energies are from wB97M-V/def2-TZVPD.

The geometry in XYZ format:
```
9
CH2ClF3N2 wB97M-V/def2-TZVPD
C -0.9299 -0.1811 -0.0052
N 0.2123 -0.8620 0.2677
N 1.6096 0.3187 -0.2002
F -1.3247 0.6745 1.0129
F -1.9439 -1.1228 -0.0466
F -1.0399 0.4060 -1.1743
Cl 1.1859 1.9311 0.0965
H 0.5631 -1.1072 1.1618
H 1.6675 -0.0572 -1.1124
```

## Properties
largest force on an atom = 6.37 eV/Å
E_tot = -24721.12688 eV
relative energy (zero: lowest compared OMol25 entry of this formula, charge and spin) = 42.4 kcal/mol
orbital gap (alpha / beta) = 0.3566 / 0.3566 hartree
2S+1 = 1
net charge = 0

[20]
Here is 2 unconnected molecules or ions with the total composition CH2ClFS at a distorted geometry from the OMol25 dataset. Energies are from wB97M-V/def2-TZVPD.

The geometry in XYZ format:
```
6
CH2ClFS wB97M-V/def2-TZVPD
C -0.4699 0.0553 0.7046
F 0.2024 0.3539 1.8015
S 1.4888 0.5636 -1.1871
Cl -1.2196 -1.4908 0.6468
H -0.8037 0.8327 0.0001
H 0.8019 -0.3146 -1.9659
```

## Properties
largest force on an atom = 2.51 eV/Å
E_tot = -27141.50413 eV
relative energy (zero: lowest compared OMol25 entry of this formula, charge and spin) = 57.8 kcal/mol
orbital gap (alpha / beta) = 0.2610 / 0.2610 hartree
2S+1 = 1
net charge = 0